{
  "formula": "C31H52Br18N2O3",
  "method": "ωB97M-V with the def2-TZVPD basis set",
  "orbital_gap_ev": 8.387,
  "smiles": "C[C@@H](O)COc1cc(CCO)cc2nccnc12.BrCCBr.BrCCBr.BrCCBr.BrCCBr.BrCCBr.BrCCBr.BrCCBr.BrCCBr.BrCCBr",
  "multiplicity": 1,
  "max_force_ev_per_a": 1.8,
  "symbols": ["C", "C", "O", "C", "O", "C", "C", "C", "C", "C", "O", "C", "C", "N", "C", "C", "N", "C", "H", "H", "H", "H", "H", "H", "H", "H", "H", "H", "H", "H", "H", "H", "H", "H", "Br", "C", "C", "Br", "H", "H", "H", "H", "Br", "C", "C", "Br", "H", "H", "H", "H", "Br", "C", "C", "Br", "H", "H", "H", "H", "Br", "C", "C", "Br", "H", "H", "H", "H", "Br", "C", "C", "Br", "H", "H", "H", "H", "Br", "C", "C", "Br", "H", "H", "H", "H", "Br", "C", "C", "Br", "H", "H", "H", "H", "Br", "C", "C", "Br", "H", "H", "H", "H", "Br", "C", "C", "Br", "H", "H", "H", "H"],
  "positions_angstrom": [[-2.0500, 3.6610, 1.1264], [-2.6198, 2.2560, 1.4249], [-3.7882, 2.3876, 2.2279], [-2.9061, 1.5383, 0.0924], [-2.0197, 0.4700, -0.1847], [-0.8725, 0.8542, -0.8353], [-0.9005, 1.3505, -2.1064], [0.3443, 1.7122, -2.7307], [0.3902, 2.3109, -4.1256], [0.0597, 3.8190, -4.0143], [1.2408, 4.6047, -3.8708], [1.5212, 1.5461, -2.0523], [1.5686, 1.0028, -0.7401], [2.7792, 0.8313, -0.1434], [2.6696, 0.3531, 1.0703], [1.4549, 0.0207, 1.7054], [0.2750, 0.1470, 1.1384], [0.3569, 0.6641, -0.1224], [-1.4503, 4.0382, 1.9539], [-2.8406, 4.3776, 0.8915], [-1.4106, 3.5778, 0.2414], [-1.8821, 1.7414, 2.0413], [-4.4647, 2.8602, 1.7286], [-2.9605, 2.2849, -0.7061], [-3.9147, 1.1095, 0.1690], [-1.8322, 1.4958, -2.6308], [-0.3565, 1.8150, -4.7406], [1.3753, 2.1761, -4.5696], [-0.5222, 3.9346, -3.0927], [-0.5714, 4.1742, -4.8303], [1.3171, 4.8178, -2.9378], [2.4414, 1.8489, -2.5648], [3.5838, 0.1706, 1.6329], [1.4935, -0.3860, 2.7090], [-6.3640, 4.6814, 1.0328], [-7.0771, 4.2941, -0.7358], [-6.3765, 3.1255, -1.3742], [-4.6167, 3.6244, -2.0381], [-6.9884, 5.2065, -1.3164], [-8.1288, 4.0660, -0.5770], [-6.9263, 2.7831, -2.2480], [-6.2312, 2.2931, -0.6915], [4.0445, 3.2125, -2.2866], [5.2682, 4.5596, -2.9855], [4.9305, 4.9099, -4.4106], [5.5183, 3.5268, -5.6471], [6.2710, 4.1694, -2.8711], [5.1407, 5.4231, -2.3421], [5.4604, 5.8105, -4.7175], [3.8637, 5.0428, -4.5707], [-1.2180, -0.6013, -4.1070], [-1.9508, -1.1637, -5.8255], [-1.3087, -2.4323, -6.3221], [0.4715, -2.0979, -7.0310], [-1.8191, -0.3308, -6.5096], [-3.0128, -1.3202, -5.6462], [-1.8746, -2.8494, -7.1526], [-1.2030, -3.1820, -5.5446], [4.8095, -0.7788, 3.4461], [5.3622, -2.5394, 2.8241], [4.3531, -3.6002, 3.1737], [4.4447, -4.0974, 5.0538], [6.3433, -2.7268, 3.2476], [5.4465, -2.4452, 1.7431], [4.5650, -4.5153, 2.6234], [3.3293, -3.2919, 2.9811], [-2.5718, -0.2827, 6.2672], [-3.2083, -0.6061, 4.4544], [-2.5261, -1.7934, 3.8329], [-0.7135, -1.3653, 3.2609], [-3.0542, 0.3133, 3.8976], [-4.2758, -0.7912, 4.5539], [-3.0457, -2.0933, 2.9285], [-2.4556, -2.6425, 4.5067], [7.4090, 5.6659, -0.8410], [8.6165, 7.0076, -1.5634], [8.2577, 7.3547, -2.9839], [8.8105, 5.9647, -4.2270], [9.6222, 6.6133, -1.4617], [8.5033, 7.8780, -0.9205], [8.7833, 8.2526, -3.3017], [7.1902, 7.4927, -3.1244], [2.9113, -6.8239, 1.2092], [2.4139, -6.8724, 3.0910], [0.9319, -6.6975, 3.2815], [0.3855, -4.8438, 3.0475], [2.9945, -6.1029, 3.5901], [2.7304, -7.8510, 3.4452], [0.6501, -6.9497, 4.3017], [0.3393, -7.2856, 2.5909], [-3.9034, -9.0456, 6.7059], [-2.5803, -7.7183, 6.1845], [-2.7281, -7.3244, 4.7398], [-2.0276, -8.6939, 3.5451], [-1.6060, -8.1404, 6.4094], [-2.7622, -6.8623, 6.8308], [-2.1421, -6.4311, 4.5254], [-3.7597, -7.1553, 4.4497], [-4.8401, -1.5908, 0.7311], [-4.1723, -3.3365, 0.1905], [-5.0834, -4.4437, 0.6464], [-4.8795, -4.7939, 2.5515], [-3.1656, -3.4246, 0.5896], [-4.1261, -3.3014, -0.8958], [-4.8244, -5.3780, 0.1530], [-6.1325, -4.2241, 0.4779]],
  "forces_ev_per_angstrom": [[0.3, -0.4, -0.2], [0.2, 1.3, -0.2], [-0.1, -0.5, 0.2], [-0.9, -0.1, 0.7], [0.2, 0.3, -0.4], [-0.2, -0.1, 0.1], [1.1, 0.7, 0.3], [0.2, -0.2, 0.0], [-0.6, 0.5, 0.7], [0.0, -0.4, 0.6], [-0.3, 0.1, -0.3], [-0.1, -0.1, -0.4], [0.1, 0.4, -1.0], [-0.8, -0.1, 0.5], [0.9, -0.1, 0.2], [-0.5, 0.0, -0.2], [1.5, 0.8, -0.8], [-0.8, -0.3, 0.2], [-0.1, 0.1, 0.0], [-0.1, -0.1, 0.0], [0.1, 0.2, 0.1], [-0.2, -0.5, -0.2], [0.1, 0.1, 0.0], [0.4, -0.4, 0.1], [0.3, -0.1, 0.0], [-0.1, 0.1, 0.1], [0.0, 0.1, -0.2], [0.0, 0.0, -0.1], [-0.3, 0.1, -0.2], [0.4, 0.1, -0.2], [0.2, 0.0, 0.0], [-0.8, -0.8, 0.4], [-0.3, 0.2, -0.4], [0.1, 0.1, 0.1], [0.0, 0.0, 0.0], [-0.1, -0.1, 0.2], [0.1, 0.0, -0.2], [-0.2, 0.2, -0.2], [0.0, 0.0, 0.0], [0.0, 0.0, 0.0], [0.0, 0.0, 0.0], [0.0, 0.0, 0.0], [1.0, 0.7, 0.1], [-0.5, -0.2, -0.2], [0.1, 0.0, -0.1], [-0.1, 0.0, 0.0], [0.0, 0.0, -0.1], [0.0, 0.0, -0.1], [0.0, 0.0, 0.0], [0.0, 0.0, 0.1], [-0.3, -0.8, -0.7], [0.0, -0.1, 0.3], [0.1, 0.0, -0.3], [0.0, 0.0, 0.1], [0.0, 0.0, 0.0], [0.0, 0.0, 0.0], [0.0, 0.0, 0.0], [0.0, 0.0, 0.0], [0.4, -0.3, 0.5], [-0.1, 0.2, -0.2], [0.1, -0.2, 0.1], [0.0, 0.1, 0.0], [0.0, 0.0, 0.0], [0.0, 0.0, 0.0], [0.0, 0.0, -0.1], [0.0, 0.0, 0.0], [0.0, 0.0, 0.0], [-0.1, 0.0, 0.2], [0.3, -0.1, 0.0], [-0.8, -0.6, 0.7], [0.0, 0.0, 0.0], [0.0, 0.0, 0.0], [-0.1, 0.0, 0.0], [-0.1, 0.0, 0.0], [0.4, 0.1, 0.4], [-0.2, 0.0, 0.2], [0.2, 0.0, -0.2], [-0.1, 0.0, 0.0], [0.0, 0.0, -0.1], [0.0, 0.0, 0.0], [0.0, 0.0, 0.0], [0.0, 0.0, 0.1], [0.0, 0.1, 0.0], [0.0, -0.2, -0.1], [0.0, 0.2, 0.1], [0.0, 0.0, 0.0], [-0.1, 0.0, 0.1], [0.0, 0.0, 0.0], [0.1, -0.1, 0.0], [0.1, 0.0, 0.0], [0.1, 0.0, 0.0], [-0.2, 0.0, 0.1], [0.3, 0.1, -0.1], [-0.2, -0.1, 0.0], [0.0, 0.0, 0.0], [0.0, 0.0, 0.0], [0.0, 0.0, 0.0], [0.0, 0.0, 0.0], [0.0, 0.0, 0.1], [-0.1, 0.2, -0.1], [0.1, -0.2, 0.1], [-0.1, 0.0, 0.0], [0.0, 0.0, 0.0], [0.0, 0.0, 0.0], [0.0, 0.0, 0.0], [0.0, 0.1, 0.0]],
  "lowdin_charge": [-0.029, -0.373, -0.067, -0.200, -0.058, -0.219, -0.116, -0.271, -0.142, -0.229, -0.086, -0.053, -0.204, 0.141, -0.137, -0.182, 0.060, -0.124, 0.080, 0.066, 0.074, 0.132, -0.002, 0.008, 0.076, 0.082, 0.057, 0.124, 0.112, 0.114, 0.071, -0.044, -0.018, 0.027, 0.680, -0.678, -0.661, 0.706, 0.051, 0.060, 0.060, 0.050, 0.813, -0.745, -0.689, 0.603, -0.009, 0.002, 0.041, 0.038, 0.874, -0.653, -0.702, 0.611, 0.052, 0.056, 0.055, 0.048, 0.710, -0.653, -0.696, 0.628, 0.051, 0.066, 0.034, 0.035, 0.607, -0.687, -0.675, 0.757, 0.033, 0.061, -0.018, 0.045, 0.710, -0.672, -0.686, 0.635, 0.051, 0.058, 0.057, 0.047, 0.616, -0.684, -0.716, 0.612, -0.015, 0.063, 0.047, 0.001, 0.611, -0.697, -0.695, 0.644, 0.049, 0.060, 0.036, 0.022, 0.696, -0.666, -0.678, 0.636, 0.056, 0.061, 0.060, 0.050]
}